# 1
Entry from the OMol25 dataset: C32H28N7ORbS as an isolated structure (the ωB97M-V functional and the def2-TZVPD basis).

Last column: natural (NBO) charge in e.
Positions of all 70 atoms, in Å:
O 1.50254 0.42564 -2.57452  -0.5870
C 1.81071 -0.47620 -3.32502  0.6201
H -1.40913 3.56411 5.54511  0.2241
H -0.38178 -4.09456 3.18535  0.2275
H 3.63255 -1.47134 -3.84091  0.2359
C -2.53868 6.47135 4.23454  -0.2048
H -4.32847 3.86082 -0.59063  0.2256
C 1.81663 -1.45735 2.84915  0.2301
C 4.42191 0.04911 2.04886  -0.2977
H 4.63904 -1.01122 1.99173  0.2129
C -1.78865 2.06677 -2.76044  0.0420
C -1.74074 4.28388 4.80631  -0.2340
N 2.02441 -0.42795 2.07218  -0.6271
H 1.78961 2.15243 2.36656  0.2104
H 6.46733 0.64794 1.88062  0.2044
H 2.68448 -2.79351 5.88127  0.2044
C -2.04643 3.17796 0.68948  0.4093
N -1.63081 2.19126 1.37268  -0.6371
N -2.25830 4.45610 1.15365  -0.6060
C -2.86812 -4.10648 -1.73070  -0.1700
H 0.80561 -4.32813 5.34577  0.2058
H -2.83120 7.47335 4.51850  0.2179
N -1.60113 -1.84598 -0.71656  -0.5130
H -3.19848 2.20626 -4.38110  0.2256
C 3.08167 0.45205 2.16635  0.2470
C -2.99390 2.43035 -3.34336  -0.2512
H -4.88821 3.37762 -2.97070  0.2236
S -1.27488 2.26806 3.00613  0.4792
C -2.01688 -4.21008 -0.65832  -0.2495
H 3.77891 0.30039 -3.68512  0.2405
N -1.48762 2.31329 -1.49052  -0.4150
H -1.80953 -5.15478 -0.17640  0.2266
C 0.42913 -3.43224 3.45505  -0.1711
H 1.31429 -2.54874 -3.20667  0.2463
Rb 0.38670 0.23074 -0.08209  0.9214
C 0.88308 -1.62960 -3.60982  -0.7303
C 3.14387 -0.51355 -4.02602  -0.7221
H -2.07088 5.85096 6.23293  0.2195
H -2.93070 6.79792 2.14380  0.2076
C -2.20904 4.82158 2.51007  0.1066
H 2.98854 -0.42536 -5.10317  0.2344
C -3.92896 3.08984 -2.56115  -0.1595
C 1.08480 -3.56070 4.63569  -0.2975
H -1.02045 1.55512 -3.33154  0.2063
H 3.61658 3.81316 2.24881  0.2052
C -2.11516 5.56843 5.18969  -0.2142
H 5.96154 3.07196 1.98180  0.2060
C -3.61885 3.36374 -1.23940  -0.2418
C 2.15648 -2.67326 4.94226  -0.1584
C 5.44180 0.98353 1.98215  -0.1883
H -2.50937 5.16878 0.49267  0.4081
H 3.31906 -0.99870 4.34411  0.2148
C 2.81775 1.82980 2.24056  -0.2964
C 5.16407 2.34260 2.04331  -0.2682
C -2.59303 6.09433 2.89707  -0.2293
C -3.10876 -2.85199 -2.29230  -0.3076
N 0.19555 -2.30730 1.30635  -0.1744
C 2.51630 -1.67976 4.09231  -0.2897
C 0.77562 -2.41873 2.51297  0.0362
N -0.65814 -3.21540 0.99678  -0.3539
H -3.79206 -2.72290 -3.12017  0.2143
C 3.84526 2.75594 2.18001  -0.1987
H -2.59820 -0.77714 -2.15806  0.1799
C -1.77669 3.91374 3.47594  -0.1372
C -2.44435 -1.77251 -1.74479  0.0341
C -1.39495 -3.04984 -0.14512  0.3344
H 0.76252 -1.76922 -4.68513  0.2313
H -3.35968 -4.98733 -2.12524  0.2130
C -2.38582 2.94858 -0.74329  0.1581
H -0.08723 -1.46434 -3.14516  0.2406

Summary:
M = 644.16 u
Orbital gap = 5.98 eV
LUMO = 0.0021 Ha
Total energy = -2117.0134 Eh
Total charge = 0

=====

# 2
Entry from the OMol25 dataset: an isolated ion of composition C4H6NO and charge +1 (the ωB97M-V functional and the def2-TZVPD basis).

Last column: natural (NBO) charge in e.
Positions of all 12 atoms, in Å:
H -0.62864 1.65064 -0.08095  0.2462
H 1.46470 1.53575 0.35122  0.2727
C 0.45082 -1.45449 0.02769  0.0487
C 2.94436 0.16222 -0.06082  0.7813
H -0.39960 -2.04395 -0.14068  0.2302
C 1.68244 0.59782 0.02764  -0.3853
H -1.22242 0.23465 0.75409  0.2329
N 0.52340 -0.15777 -0.00944  -0.1827
O 4.06208 -0.00824 0.02356  -0.2844
H -1.39408 0.37558 -0.98862  0.2557
H 1.26661 -1.99250 0.23603  0.1980
C -0.70897 0.63608 -0.01268  -0.4135

Summary:
M = 84.10 u
SMILES string = C=[N+](C)C=C=O
Orbital gap = 8.87 eV
LUMO = -0.2028 Ha
Total energy = -285.6418 Eh
Total charge = +1

=====

# 3
Entry from the OMol25 dataset: an isolated ion of composition C5H11N and charge -1 (the ωB97M-V functional and the def2-TZVPD basis).

Last column: natural (NBO) charge in e.
Positions of all 17 atoms, in Å:
H 2.24290 -1.04936 -0.78175  0.1532
C -0.83201 0.21618 0.22839  -0.1018
N -2.04074 0.72870 -0.28919  -0.8524
H -1.54982 -1.72492 -0.31178  0.1764
H 0.04345 -0.54512 -1.51891  0.1700
C 2.37752 0.63476 0.64117  -0.7386
H -1.85692 -1.30384 1.38849  0.1815
H -2.15836 0.37166 -1.29522  0.3340
H -2.02235 1.72650 -0.40556  0.3446
H -0.19760 -1.68386 0.98645  0.2227
C 1.74054 -0.21874 -0.26122  -0.3921
H 0.37722 1.19711 -1.16445  0.1340
C -1.10010 -1.17597 0.57716  -0.6024
C 0.33900 0.14622 -0.78802  -0.5358
H -0.45295 0.74347 1.16055  0.1878
H 3.41226 0.85669 0.49362  0.1637
H 1.67796 1.08052 1.34026  0.1553

Summary:
⟨S²⟩ = 0.7531
M = 85.15 u
Orbital gap (spin up / spin down) = 3.80 / 7.07 eV
LUMO (spin up / spin down) = 0.1704 / 0.1615 Ha
Spin multiplicity = 2
Total energy = -251.7489 Eh
Total charge = -1

=====

# 4
Entry from the OMol25 dataset: a 2-piece molecular cluster, C10H11N3 overall (the ωB97M-V functional and the def2-TZVPD basis).

Last column: natural (NBO) charge in e.
Positions of all 24 atoms, in Å:
C -1.31229 2.72856 -0.45232  -0.6436
N 0.39699 -0.48092 -0.67888  -0.3422
H 0.73784 -3.99054 -0.39121  0.2218
H -2.36782 2.47848 -0.56463  0.2176
N 0.68502 1.57859 -1.24756  -0.4703
C 0.23327 -1.91915 -0.39364  0.2908
C -2.71269 -0.77942 1.22071  -0.6500
H -2.96953 0.31231 1.40982  0.2161
H -0.97962 3.53249 -1.21559  0.2437
C -0.49835 1.46689 -0.59977  0.1609
H 5.54019 -1.68643 0.63317  0.2589
C 1.11425 -2.90868 -0.57246  -0.3912
C -1.40909 -0.85892 0.54191  0.2730
C -0.74209 0.16686 -0.16620  -0.0200
H 2.06679 0.16161 -1.80090  0.2058
H -3.46210 -1.17004 0.55485  0.2427
C 4.70563 -0.87855 0.70938  -0.2487
H 2.07807 -2.95616 -0.98587  0.2141
H -1.11193 3.10841 0.62154  0.2233
C 1.17668 0.39008 -1.29576  0.2177
N -0.88387 -2.02623 0.33533  -0.4556
H 2.97457 0.49393 0.99620  0.2378
C 3.71171 -0.26248 0.94056  -0.2493
H -2.76188 -1.39862 2.13093  0.2469

Summary:
M = 173.22 u
SMILES string = C=c1nc(C)c2c(C)ncn12.C#C
Orbital gap = 7.86 eV
LUMO = -0.0106 Ha
Total energy = -551.7786 Eh
Total charge = 0

=====

Repeat the fourth record exactly.
Entry from the OMol25 dataset: a 2-piece molecular cluster, C10H11N3 overall (the ωB97M-V functional and the def2-TZVPD basis).

Last column: natural (NBO) charge in e.
Positions of all 24 atoms, in Å:
C -1.31229 2.72856 -0.45232  -0.6436
N 0.39699 -0.48092 -0.67888  -0.3422
H 0.73784 -3.99054 -0.39121  0.2218
H -2.36782 2.47848 -0.56463  0.2176
N 0.68502 1.57859 -1.24756  -0.4703
C 0.23327 -1.91915 -0.39364  0.2908
C -2.71269 -0.77942 1.22071  -0.6500
H -2.96953 0.31231 1.40982  0.2161
H -0.97962 3.53249 -1.21559  0.2437
C -0.49835 1.46689 -0.59977  0.1609
H 5.54019 -1.68643 0.63317  0.2589
C 1.11425 -2.90868 -0.57246  -0.3912
C -1.40909 -0.85892 0.54191  0.2730
C -0.74209 0.16686 -0.16620  -0.0200
H 2.06679 0.16161 -1.80090  0.2058
H -3.46210 -1.17004 0.55485  0.2427
C 4.70563 -0.87855 0.70938  -0.2487
H 2.07807 -2.95616 -0.98587  0.2141
H -1.11193 3.10841 0.62154  0.2233
C 1.17668 0.39008 -1.29576  0.2177
N -0.88387 -2.02623 0.33533  -0.4556
H 2.97457 0.49393 0.99620  0.2378
C 3.71171 -0.26248 0.94056  -0.2493
H -2.76188 -1.39862 2.13093  0.2469

Summary:
M = 173.22 u
SMILES string = C=c1nc(C)c2c(C)ncn12.C#C
Orbital gap = 7.86 eV
LUMO = -0.0106 Ha
Total energy = -551.7786 Eh
Total charge = 0